Record 1
Formula: C8H13NS2
Source: OMol25
Level of theory: ωB97M-V/def2-TZVPD

Last column: Mulliken charge in e.
Geometry (Å):
C1 2.164 -1.043 -0.173  -0.6718
C2 1.713 -1.317 1.108  -0.7641
C3 1.193 -0.361 -0.795  0.4816
C4 0.432 -1.029 1.190  0.3626
C5 1.148 -0.202 -2.315  -1.0540
C6 -0.622 -1.428 2.220  -1.2667
C7 -2.040 2.600 0.730  -0.7986
C8 -1.181 0.050 -0.542  -0.9023
N1 0.030 -0.342 0.001  0.4161
S1 -2.088 -1.498 -1.248  -0.1302
S2 -2.636 0.845 0.561  0.0382
H1 3.205 -1.248 -0.402  0.3890
H2 2.256 -1.877 1.816  0.4779
H3 1.282 0.837 -2.623  0.2296
H4 1.775 -0.940 -2.816  0.3703
H5 0.076 -0.505 -2.454  0.3035
H6 -0.267 -2.170 2.906  0.3887
H7 -0.800 -0.536 2.718  0.3299
H8 -1.549 -1.727 1.706  0.2684
H9 -2.951 3.139 0.676  0.3693
H10 -1.491 2.894 -0.207  0.2422
H11 -1.427 2.789 1.613  0.2424
H12 -1.175 0.796 -1.356  0.5336
H13 -1.523 -2.296 -0.365  0.1442

HOMO level   -8.03 eV
Energy relative to the best compared isomer or geometry (same formula, charge and spin)   7.9 kcal/mol
Calculated total energy   -1163.6879 Eh
SMILES   CS[C@H](S)n1c(C)ccc1C

Record 2
Formula: C8H13NSSi
Source: OMol25
Level of theory: ωB97M-V/def2-TZVPD

Last column: Mulliken charge in e.
Geometry (Å):
C1 1.698 0.456 0.631  0.5532
C2 0.504 0.334 0.752  -0.6033
C3 4.148 -0.237 -1.614  -0.2921
C4 3.704 -0.445 -0.365  -0.2152
C5 3.976 1.174 -1.981  -0.4319
C6 -2.302 1.500 1.567  -1.0907
C7 -1.733 0.210 -1.370  -1.0986
C8 -1.748 -1.627 1.077  -1.0874
N1 3.253 0.696 0.455  -0.1941
Si1 -1.315 0.141 0.580  0.2697
S1 3.424 2.161 -0.530  -0.0631
H1 4.345 -1.122 -2.244  0.3236
H2 3.651 -1.451 0.135  0.3320
H3 4.869 1.667 -2.216  0.3481
H4 3.186 1.304 -2.831  0.2480
H5 -1.867 1.534 2.510  0.3464
H6 -2.119 2.497 1.138  0.3288
H7 -3.380 1.568 1.359  0.3559
H8 -2.710 -0.184 -1.474  0.3220
H9 -1.684 1.141 -1.890  0.3797
H10 -0.760 -0.208 -1.754  0.2444
H11 -1.366 -2.369 0.477  0.4002
H12 -1.632 -1.971 2.111  0.3487
H13 -2.833 -1.740 0.853  0.2759

HOMO level   -8.44 eV
Energy relative to the best compared isomer or geometry (same formula, charge and spin)   18.3 kcal/mol
Calculated total energy   -1054.9180 Eh
SMILES   C[Si](C)(C)C#CN1C=CCS1

Record 3
Formula: C8H13O4P
Source: OMol25
Level of theory: ωB97M-V/def2-TZVPD

Last column: Mulliken charge in e.
Geometry (Å):
C1 -0.931 -1.926 1.754  0.9942
C2 -0.870 -1.588 0.523  -0.9284
C3 -1.289 -3.076 2.616  -1.3510
C4 -1.113 2.411 -0.848  -0.7067
C5 2.506 0.759 -0.864  -1.0160
C6 -2.228 1.393 -1.028  -0.3301
C7 1.488 -0.424 -0.699  -0.0304
C8 -0.847 -0.369 -0.129  0.7981
O1 0.122 -0.639 4.115  -0.7007
O2 -2.013 0.229 -0.230  -0.3060
O3 0.163 0.060 -0.879  -0.2380
O4 -0.084 0.741 1.984  -0.5099
P1 -0.250 -0.531 2.689  0.7340
H1 -0.570 -3.112 3.387  0.4076
H2 -1.205 -4.004 1.967  0.3316
H3 -2.259 -3.032 2.939  0.3158
H4 -0.077 2.164 -1.248  -0.0233
H5 -1.439 3.248 -1.459  0.4196
H6 -1.075 2.465 0.213  0.2950
H7 1.946 1.622 -1.078  0.1984
H8 2.864 0.873 0.169  0.3466
H9 3.353 0.664 -1.540  0.3089
H10 -2.362 0.913 -2.077  0.2807
H11 -3.230 1.667 -0.687  0.2815
H12 1.540 -0.860 0.373  0.1200
H13 1.582 -1.179 -1.574  0.3084

HOMO level   -8.42 eV
Energy relative to the best compared isomer or geometry (same formula, charge and spin)   68.6 kcal/mol
Calculated total energy   -954.8450 Eh
SMILES   CCOC(=C=C(C)P(=O)=O)OCC

Record 4
Formula: C8H13P
Source: OMol25
Level of theory: ωB97M-V/def2-TZVPD

Last column: Mulliken charge in e.
Geometry (Å):
C1 0.927 1.494 -0.955  -1.1113
C2 1.030 -0.974 -1.591  -0.7116
C3 0.209 2.043 0.294  -0.7373
C4 0.761 -1.561 -0.239  -0.6787
C5 0.159 0.248 -1.406  -0.1041
C6 -0.185 0.849 1.043  -0.5787
C7 -0.374 -0.238 -0.079  0.6099
C8 -2.048 -1.222 1.943  -1.0492
P1 -1.914 0.174 0.743  -0.1986
H1 0.896 2.281 -1.745  0.3623
H2 1.976 1.426 -0.882  0.4910
H3 2.106 -0.764 -1.837  0.2535
H4 0.750 -1.605 -2.512  0.2658
H5 0.869 2.711 0.875  0.3054
H6 -0.710 2.630 -0.073  0.2569
H7 0.388 -2.558 -0.368  0.2904
H8 1.501 -1.619 0.499  0.4213
H9 -0.472 0.423 -2.240  0.4967
H10 0.319 0.697 2.013  0.4223
H11 -1.217 -1.903 1.932  0.3406
H12 -2.913 -1.784 1.689  0.3409
H13 -2.058 -0.748 2.896  0.3125

HOMO level   -8.53 eV
Energy relative to the best compared isomer or geometry (same formula, charge and spin)   16.3 kcal/mol
Calculated total energy   -653.8743 Eh
SMILES   CP1[C@@H]2CC[C@H]3CC[C@]321

Record 5
Formula: C8H13P
Source: OMol25
Level of theory: ωB97M-V/def2-TZVPD

Last column: Mulliken charge in e.
Geometry (Å):
C1 -0.203 1.705 0.358  -0.5190
C2 -0.979 1.749 -0.710  -0.8773
C3 0.105 0.495 1.172  0.7843
C4 -1.616 0.504 -1.142  -0.2091
C5 0.031 -0.748 0.278  -0.4809
C6 -1.249 -0.683 -0.664  -0.3031
C7 1.133 -0.671 -0.856  -0.9480
C8 1.353 0.621 2.057  -1.6300
P1 -1.797 -2.356 -1.320  -0.0756
H1 0.225 2.665 0.635  0.3081
H2 -1.039 2.629 -1.174  0.5552
H3 -0.798 0.362 1.936  0.1761
H4 -2.369 0.632 -1.811  0.5464
H5 -0.025 -1.696 0.824  0.5605
H6 0.825 0.335 -1.171  0.3462
H7 1.211 -1.406 -1.687  0.3490
H8 2.144 -0.510 -0.305  0.2068
H9 1.231 1.391 2.745  0.4933
H10 2.319 0.692 1.482  0.3057
H11 1.399 -0.276 2.632  0.3967
H12 -0.832 -3.088 -0.744  -0.0011
H13 -1.068 -2.345 -2.537  0.0157

HOMO level   -8.25 eV
Energy relative to the best compared isomer or geometry (same formula, charge and spin)   11.8 kcal/mol
Calculated total energy   -653.8814 Eh
SMILES   C[C@@H]1C(P)=CC=C[C@@H]1C

Record 6
Formula: C8H13PS
Source: OMol25
Level of theory: ωB97M-V/def2-TZVPD

Last column: Mulliken charge in e.
Geometry (Å):
C1 0.676 1.191 -0.018  -0.5887
C2 1.398 0.193 -0.692  0.8549
C3 0.945 -1.142 -0.459  0.5213
C4 -0.300 0.927 1.017  -0.4843
C5 -1.305 -0.020 0.639  -0.3373
C6 2.452 0.377 -1.760  -1.5057
C7 1.699 -2.339 -1.142  -1.5175
C8 -3.576 0.931 2.046  -0.8021
P1 -0.668 -1.647 0.008  -0.1374
S1 -2.475 -0.573 1.933  -0.0553
H1 1.118 2.206 -0.136  0.2618
H2 0.446 0.497 1.863  0.2044
H3 -0.789 1.778 1.504  0.4061
H4 -2.180 0.638 -0.662  0.2247
H5 2.064 0.240 -2.757  0.3336
H6 3.301 -0.306 -1.576  0.3365
H7 2.845 1.454 -1.820  0.3368
H8 2.742 -2.578 -1.062  0.4130
H9 1.476 -2.190 -2.240  0.2951
H10 1.284 -3.334 -0.715  0.3612
H11 -3.403 1.332 1.096  0.2563
H12 -3.144 1.662 2.706  0.2693
H13 -4.607 0.704 2.230  0.3535

HOMO level (spin up / spin down)   -7.81 / -7.81 eV
Energy relative to the best compared isomer or geometry (same formula, charge and spin)   76.0 kcal/mol
Calculated total energy   -1051.9950 Eh